# 1
{"formula": "C20H19Cl2N4O2SScTe", "method": "ωB97M-V with the def2-TZVPD basis set", "symbols": ["Sc", "C", "S", "C", "O", "H", "H", "H", "H", "H", "H", "C", "Te", "C", "C", "C", "C", "C", "C", "C", "H", "H", "H", "H", "H", "H", "H", "H", "N", "C", "O", "C", "C", "N", "C", "N", "H", "H", "Cl", "C", "C", "C", "C", "C", "Cl", "C", "N", "H", "H", "H"], "positions_angstrom": [[-1.35, -0.85, -0.75], [3.08, -1.25, -1.97], [1.61, -0.34, -1.53], [2.21, 0.35, 0.00], [0.65, -1.49, -1.15], [3.89, -0.54, -2.16], [2.86, -1.81, -2.87], [3.35, -1.92, -1.15], [2.97, 1.09, -0.25], [2.62, -0.44, 0.63], [1.36, 0.83, 0.48], [-0.57, -1.22, 2.84], [-1.21, -2.86, 1.62], [0.83, -3.48, 1.63], [1.60, -2.37, 2.31], [3.00, -2.42, 2.37], [3.72, -1.41, 2.97], [3.05, -0.32, 3.52], [1.66, -0.27, 3.47], [0.93, -1.29, 2.87], [-1.01, -1.33, 3.83], [-0.93, -0.29, 2.40], [1.16, -3.62, 0.61], [0.93, -4.42, 2.17], [3.51, -3.27, 1.94], [4.80, -1.46, 3.02], [3.60, 0.48, 3.99], [1.14, 0.58, 3.90], [-4.07, -0.94, -4.03], [-3.71, -0.97, -2.74], [-2.51, -1.29, -2.44], [-4.65, -0.67, -1.72], [-5.98, -0.29, -2.01], [-7.05, 0.00, -2.35], [-4.12, -0.76, -0.43], [-3.48, -0.87, 0.53], [-4.99, -0.62, -4.30], [-3.35, -1.05, -4.72], [-1.05, 1.82, -3.34], [-0.70, 2.83, -1.96], [-0.49, 4.18, -2.16], [-0.23, 5.01, -1.09], [-0.19, 4.47, 0.19], [-0.40, 3.12, 0.37], [-0.35, 2.49, 2.00], [-0.68, 2.21, -0.68], [-0.86, 0.90, -0.51], [-0.53, 4.57, -3.17], [-0.06, 6.07, -1.24], [0.01, 5.10, 1.05]], "total_charge": 0, "homo_ev": -6.93, "spin_multiplicity": 1, "relative_energy_ev": 0.000, "energy_ev": -94979.834, "molar_mass_da": 622.9}

=====

# 2
{"formula": "C17H33N10O4S", "method": "ωB97M-V with the def2-TZVPD basis set", "symbols": ["C", "O", "C", "N", "C", "C", "C", "C", "N", "C", "C", "C", "C", "C", "N", "N", "C", "C", "S", "C", "N", "N", "C", "O", "H", "H", "H", "H", "H", "H", "H", "H", "H", "H", "H", "H", "H", "H", "H", "H", "H", "H", "H", "H", "H", "H", "H", "H", "H", "C", "O", "N", "N", "H", "H", "H", "H", "C", "O", "N", "N", "H", "H", "H", "H"], "positions_angstrom": [[-4.59, 2.18, -1.01], [-3.68, 1.16, -0.62], [-2.65, 0.97, -1.54], [-1.60, 0.14, -0.99], [-2.09, -1.25, -0.65], [-1.76, -2.29, -1.73], [-2.88, -2.56, -2.76], [-2.53, -2.00, -4.14], [-1.31, -2.60, -4.64], [-1.05, -3.92, -4.82], [0.24, -4.05, -5.27], [0.78, -2.75, -5.37], [-0.19, -1.88, -4.98], [-0.84, 0.71, 0.00], [-1.25, 1.78, 0.73], [0.35, 0.22, 0.26], [1.00, -0.90, -0.43], [2.52, -0.74, -0.32], [3.37, -0.75, -1.92], [2.58, 0.65, -2.57], [2.40, 1.79, -2.00], [1.71, 2.58, -2.90], [1.56, 1.86, -3.95], [2.06, 0.61, -3.82], [-5.23, 2.38, -0.16], [-5.19, 1.85, -1.87], [-4.06, 3.10, -1.28], [-3.03, 0.45, -2.43], [-2.23, 1.92, -1.89], [-1.61, -1.54, 0.28], [-3.16, -1.18, -0.52], [-0.90, -1.92, -2.30], [-1.43, -3.22, -1.26], [-2.98, -3.64, -2.87], [-3.85, -2.20, -2.43], [-2.33, -0.93, -4.07], [-3.35, -2.15, -4.84], [-1.78, -4.69, -4.64], [0.73, -4.98, -5.50], [1.77, -2.49, -5.71], [-0.18, -0.80, -4.93], [-1.65, 2.53, 0.18], [-0.46, 2.16, 1.26], [0.89, 0.66, 1.00], [0.68, -1.84, 0.01], [0.68, -0.87, -1.47], [2.77, 0.20, 0.17], [2.97, -1.56, 0.23], [1.09, 2.13, -4.88], [1.24, 2.34, 3.81], [1.04, 2.93, 2.75], [0.33, 1.47, 4.34], [2.36, 2.53, 4.53], [0.47, 1.00, 5.22], [-0.54, 1.34, 3.86], [3.04, 3.17, 4.17], [2.55, 2.07, 5.42], [3.56, 1.59, 8.48], [3.34, 2.13, 7.41], [2.68, 0.72, 9.06], [4.71, 1.81, 9.18], [2.84, 0.27, 9.94], [1.82, 0.54, 8.57], [5.37, 2.45, 8.79], [4.91, 1.38, 10.07]], "total_charge": 1, "homo_ev": -10.44, "spin_multiplicity": 1, "energy_ev": -52085.961, "molar_mass_da": 473.6}

=====

# 3
{"formula": "C9H12N2", "method": "ωB97M-V with the def2-TZVPD basis set", "symbols": ["C", "C", "C", "C", "C", "C", "C", "C", "C", "H", "H", "H", "H", "H", "H", "H", "H", "H", "H", "H", "H", "N", "N"], "positions_angstrom": [[-1.13, 1.14, 1.25], [1.23, 0.57, 2.04], [1.30, -0.86, 2.21], [1.79, -2.04, 2.23], [0.43, 1.32, -0.41], [-0.09, 0.08, -1.13], [-0.86, 0.42, -2.27], [-0.95, -0.73, -3.15], [-0.65, -1.75, -2.21], [-1.72, 0.32, 0.57], [-1.24, 0.78, 2.48], [-1.95, 2.21, 1.12], [2.39, 0.86, 1.74], [0.99, 1.02, 3.10], [1.87, -2.99, 2.66], [-0.03, 2.20, -0.90], [1.44, 1.71, -0.92], [-1.24, 1.41, -2.38], [-1.73, -1.28, -3.88], [-0.63, -2.84, -2.28], [0.54, -1.78, -0.09], [0.28, 1.51, 1.10], [-0.03, -1.29, -0.90]], "total_charge": 0, "homo_ev": -7.74, "spin_multiplicity": 1, "relative_energy_ev": 9.557, "energy_ev": -12499.178, "molar_mass_da": 148.2}

=====

# 4
{"formula": "C6H12N3O3", "method": "ωB97M-V with the def2-TZVPD basis set", "symbols": ["C", "C", "C", "C", "C", "C", "N", "N", "N", "O", "O", "O", "H", "H", "H", "H", "H", "H", "H", "H", "H", "H", "H", "H"], "positions_angstrom": [[-1.19, -1.48, -0.08], [-2.02, -0.37, -0.04], [0.16, -1.62, 0.21], [1.87, 0.15, 0.83], [-4.28, 0.39, -0.22], [3.44, 0.24, -1.48], [0.75, -0.36, 1.10], [2.89, 0.72, 1.39], [-1.61, 0.89, 0.16], [0.96, -2.48, 0.08], [-3.30, -0.64, -0.19], [2.13, 0.09, -1.11], [-1.66, -2.40, -0.41], [-4.30, 0.94, 0.73], [-5.23, -0.13, -0.34], [-4.13, 1.07, -1.06], [4.10, -0.53, -1.08], [3.84, 1.25, -1.28], [3.41, 0.12, -2.57], [0.39, -0.38, 2.05], [3.66, 1.03, 0.80], [3.00, 0.78, 2.39], [-2.25, 1.66, 0.05], [-0.62, 1.08, 0.06]], "total_charge": 1, "homo_ev": -12.37, "spin_multiplicity": 1, "relative_energy_ev": 2.009, "energy_ev": -17019.672, "molar_mass_da": 174.2}

=====

# 5
{"formula": "CH3IO2", "method": "ωB97M-V with the def2-TZVPD basis set", "symbols": ["C", "O", "O", "I", "H", "H", "H"], "positions_angstrom": [[0.25, -0.44, 0.29], [-0.46, -1.24, -0.46], [-0.88, 1.51, -0.39], [2.19, -0.01, -0.06], [0.20, -0.60, 1.42], [-0.43, -0.96, -1.37], [-0.87, 1.74, 0.56]], "total_charge": 0, "homo_ev": [-7.28, -9.84], "spin_multiplicity": 3, "relative_energy_ev": 0.554, "energy_ev": -13276.091, "molar_mass_da": 173.9}

=====

# 6
{"formula": "C4H6Br2N2O3", "method": "ωB97M-V with the def2-TZVPD basis set", "symbols": ["C", "C", "C", "C", "N", "N", "O", "O", "O", "Br", "Br", "H", "H", "H", "H", "H", "H"], "positions_angstrom": [[0.07, 1.13, 0.01], [-0.80, 0.64, 2.13], [0.38, -1.14, 0.90], [0.74, 0.30, -2.06], [-0.08, 0.24, 0.92], [-0.28, -0.63, -2.21], [-0.10, 2.26, -0.26], [-1.40, -0.21, -2.47], [-0.03, -1.80, -1.94], [2.48, -0.44, -2.05], [0.48, 1.92, -2.98], [-1.39, 1.53, 1.94], [-1.46, -0.17, 2.43], [-0.09, 0.85, 2.93], [1.21, -1.26, 0.22], [0.70, -1.41, 1.90], [-0.42, -1.81, 0.59]], "total_charge": 0, "homo_ev": [-8.82, -8.82], "spin_multiplicity": 1, "relative_energy_ev": 0.822, "energy_ev": -153447.683, "molar_mass_da": 289.9}